A structure of composition C8H12F30Na3O6P5 in a non-equilibrium geometry, computed with the ωB97M-V functional and the def2-TZVPD basis.

The geometry in ORCA input format:
```
! wB97M-V def2-TZVPD RIJCOSX def2/J DEFGRID3
* xyz -2 1
Na -6.89 -2.12 -18.81
Na -9.28 2.59 -16.67
Na -11.96 -0.29 -19.56
P -9.37 -0.40 -17.56
F -8.70 -1.69 -16.85
F -8.87 -0.92 -19.02
F -10.73 -1.22 -17.70
F -9.98 0.86 -18.35
F -9.84 0.26 -16.16
F -7.95 0.42 -17.42
P -10.04 -3.89 -20.54
F -8.84 -4.88 -21.03
F -10.57 -5.07 -19.53
F -9.06 -3.39 -19.31
F -11.21 -2.90 -19.99
F -9.48 -2.74 -21.46
F -11.01 -4.44 -21.68
P -12.91 2.60 -17.32
F -13.56 3.96 -17.85
F -12.30 2.27 -18.77
F -11.52 3.41 -16.92
F -12.23 1.22 -16.76
F -13.46 2.89 -15.83
F -14.25 1.77 -17.68
P -10.99 1.22 -22.50
F -11.72 1.85 -23.80
F -11.20 2.58 -21.69
F -12.43 0.67 -21.93
F -10.31 0.52 -21.19
F -10.78 -0.16 -23.31
F -9.54 1.73 -23.00
P -8.55 4.85 -19.01
F -8.86 3.22 -19.00
F -8.26 4.74 -17.37
F -7.00 4.46 -19.31
F -8.15 6.40 -18.95
F -8.87 4.94 -20.56
F -10.07 5.16 -18.65
C -11.53 -4.22 -15.76
C -11.85 -5.28 -16.79
C -12.74 -6.43 -16.34
O -13.68 -6.59 -17.38
C -13.60 -5.52 -18.24
O -14.22 -5.44 -19.24
O -12.75 -4.62 -17.73
H -11.19 -3.31 -16.24
H -10.79 -4.57 -15.03
H -12.45 -3.96 -15.22
H -10.98 -5.58 -17.38
H -13.23 -6.17 -15.40
H -12.21 -7.37 -16.18
C -8.75 -0.57 -13.19
C -7.74 -1.16 -12.23
C -6.33 -0.57 -12.30
O -6.00 -0.30 -10.94
C -7.10 -0.36 -10.17
O -7.16 -0.02 -9.04
O -8.14 -0.89 -10.87
H -8.49 -0.73 -14.24
H -8.74 0.51 -13.00
H -9.74 -0.98 -13.03
H -7.71 -2.25 -12.33
H -6.30 0.37 -12.85
H -5.63 -1.26 -12.76
*
```

The HOMO-LUMO gap is 0.3151 Ha. As for the HOMO energy: -6.77 eV. The calculation puts the LUMO energy at 1.80 eV.

=====

A structure of composition C16H15N3OS2SbSe4W in a non-equilibrium geometry, computed with the ωB97M-V functional and the def2-TZVPD basis.

The geometry in ORCA input format:
```
! wB97M-V def2-TZVPD RIJCOSX def2/J DEFGRID3
* xyz 0 4
W -0.11 2.01 0.41
O 1.05 2.00 1.65
N 2.18 2.48 -0.64
C 3.44 2.09 -0.45
C 4.47 2.99 -0.35
C 4.19 4.36 -0.43
C 2.88 4.77 -0.60
C 1.91 3.78 -0.68
S 0.18 4.10 -0.77
H 3.60 1.02 -0.40
H 5.49 2.64 -0.21
H 4.99 5.08 -0.34
H 2.61 5.81 -0.64
S -1.51 2.35 2.62
C -1.55 0.64 2.43
N -0.67 -0.22 2.95
C -1.34 -1.49 3.27
C -2.82 -1.17 3.01
N -2.70 0.00 2.15
H 0.06 0.18 3.51
H -1.12 -1.80 4.29
H -1.00 -2.27 2.58
H -3.36 -0.91 3.93
H -3.33 -1.99 2.52
H -3.49 0.58 1.90
Se -3.77 -1.29 -2.29
Sb -4.29 1.03 -1.61
Se -6.25 0.50 -0.37
Se -4.97 2.44 -3.55
Se -2.57 2.39 -0.47
C 0.04 0.15 -0.44
C 0.08 -0.98 -0.89
C 0.35 -2.28 -1.43
C 1.66 -2.77 -1.38
C 1.96 -4.03 -1.88
C 0.95 -4.81 -2.42
C -0.35 -4.33 -2.47
C -0.65 -3.08 -1.97
H 2.44 -2.15 -0.96
H 2.97 -4.40 -1.84
H 1.18 -5.80 -2.81
H -1.14 -4.94 -2.89
H -1.66 -2.70 -1.99
*
```

The HOMO-LUMO gap (alpha / beta) is 0.2382 / 0.2066 Ha. As for the HOMO energy (alpha / beta): -7.63 / -7.98 eV. Its relative energy (zero: lowest compared OMol25 entry of this formula, charge and spin) is 50.1 kcal/mol. Its expectation value of S² is 3.779. The calculation puts the LUMO energy (alpha / beta) at -1.15 / -2.36 eV.

=====

| no. | DFT total energy (Ha) |
| --- | --- |
| 1 | -5954.69101 |
| 2 | -11567.60010 |